# 1
A cluster of 2 separate species, C2H7ClOSi in total, computed with the ωB97M-V functional and the def2-TZVPD basis.

Output
charge = 0
relative energy (zero: lowest compared OMol25 entry of this formula, charge and spin) = 109.43 kcal/mol
HOMO energy = -0.2780 Ha
orbital gap = 0.2908 Ha
lowest unoccupied orbital energy = 0.35 eV

```
12
Properties=species:S:1:pos:R:3:forces:R:3
C 0.921 0.966 0.586 0.00 0.97 1.17
C -1.406 -1.413 0.471 2.85 1.46 -2.34
O 1.031 0.053 -2.134 -0.58 0.06 -1.01
Si 0.011 0.467 -0.959 -2.93 -1.77 3.52
Cl -1.635 -0.686 2.017 -0.42 0.19 0.42
H 0.989 0.147 1.386 0.45 0.88 -1.58
H 1.904 1.379 0.163 -0.99 -0.47 1.34
H 0.344 1.759 1.201 1.05 -0.86 -1.38
H -2.246 -1.728 -0.098 -0.93 0.00 0.06
H -0.625 -2.158 0.497 -0.07 -0.27 0.25
H 1.941 -0.048 -1.894 0.76 -0.16 0.15
H -1.229 1.263 -1.237 0.79 -0.03 -0.60
```
Forces are in eV/Å.

# 2
A cluster of 2 separate species, C2H7ClOSi in total, computed with the ωB97M-V functional and the def2-TZVPD basis.

Output
charge = 0
relative energy (zero: lowest compared OMol25 entry of this formula, charge and spin) = 128.92 kcal/mol
HOMO energy = -0.2897 Ha
orbital gap = 0.2892 Ha
lowest unoccupied orbital energy = -0.01 eV

```
12
Properties=species:S:1:pos:R:3:forces:R:3
C -1.993 -0.962 0.451 -0.55 -0.03 -0.91
C 2.114 -0.114 -0.772 0.11 -0.23 -1.91
O -0.414 1.371 1.087 3.07 -0.38 -0.98
Si -0.800 0.385 -0.165 1.93 -0.84 0.77
Cl 2.655 1.175 0.311 0.09 0.44 1.07
H -2.302 -0.606 1.424 0.14 0.15 0.48
H -2.981 -1.078 -0.101 1.52 -0.02 0.24
H -1.474 -1.936 0.600 -0.45 0.67 -0.33
H 2.743 -1.063 -0.588 -1.19 1.46 -0.02
H 2.492 0.352 -1.790 -1.30 -1.37 1.63
H 0.670 1.473 1.011 -2.77 0.04 0.37
H -0.711 1.001 -1.469 -0.61 0.12 -0.41
```
Forces are in eV/Å.

# 3
A cluster of 2 separate species, C2H7FNO in total, computed with the ωB97M-V functional and the def2-TZVPD basis.

Output
charge = +1
relative energy (zero: lowest compared OMol25 entry of this formula, charge and spin) = 26.31 kcal/mol
HOMO energy = -0.5422 Ha
orbital gap = 0.4055 Ha
lowest unoccupied orbital energy = -3.72 eV

```
12
Properties=species:S:1:pos:R:3:forces:R:3
C 0.678 0.660 -0.492 0.81 -5.67 -2.64
C -0.606 -0.983 -0.733 5.20 0.55 1.38
N 0.456 0.921 0.925 1.42 2.23 -1.55
O -0.671 -1.455 0.569 -0.61 0.64 -0.47
F -1.730 -0.502 -1.104 -2.03 0.77 -1.11
H 0.500 1.367 -1.317 -0.46 0.24 1.20
H 1.765 0.264 -0.589 -2.02 0.51 -0.04
H -0.163 -1.822 -1.324 -0.29 1.34 -0.39
H 0.331 0.019 1.435 -0.54 0.68 -0.06
H -0.263 1.641 0.880 -0.70 -0.44 1.38
H 1.336 1.435 1.111 -0.62 -0.48 1.23
H -1.633 -1.545 0.637 -0.17 -0.38 1.08
```
Forces are in eV/Å.